{"formula": "C38H79O28P", "method": "ωB97M-V with the def2-TZVPD basis set", "multiplicity": 1, "e_tot_ha": -3943.3768, "orbital_gap_ha": 0.3896, "smiles": "CCOP(=O)(OCC)OCC.CCOC(=O)OC.CCOC(=O)OC.CCOC(=O)OC.CCOC(=O)OC.CCOC(=O)OC.CCOC(=O)OC.CCOC(=O)OC.CCOC(=O)OC", "lumo_ev": 0.20, "e_homo_ev": -10.40, "elements": ["C", "C", "O", "P", "O", "O", "C", "C", "O", "C", "C", "H", "H", "H", "H", "H", "H", "H", "H", "H", "H", "H", "H", "H", "H", "H", "C", "C", "O", "C", "O", "O", "C", "H", "H", "H", "H", "H", "H", "H", "H", "C", "C", "O", "C", "O", "O", "C", "H", "H", "H", "H", "H", "H", "H", "H", "C", "C", "O", "C", "O", "O", "C", "H", "H", "H", "H", "H", "H", "H", "H", "C", "C", "O", "C", "O", "O", "C", "H", "H", "H", "H", "H", "H", "H", "H", "C", "C", "O", "C", "O", "O", "C", "H", "H", "H", "H", "H", "H", "H", "H", "C", "C", "O", "C", "O", "O", "C", "H", "H", "H", "H", "H", "H", "H", "H", "C", "C", "O", "C", "O", "O", "C", "H", "H", "H", "H", "H", "H", "H", "H", "C", "C", "O", "C", "O", "O", "C", "H", "H", "H", "H", "H", "H", "H", "H"], "positions_angstrom": [[-8.522, 39.330, -27.720], [-7.378, 38.591, -27.040], [-6.930, 39.253, -25.918], [-5.506, 38.806, -25.303], [-4.829, 39.759, -24.408], [-4.698, 38.235, -26.541], [-3.579, 38.852, -27.195], [-2.361, 38.964, -26.297], [-5.963, 37.467, -24.509], [-5.353, 37.101, -23.252], [-3.868, 36.832, -23.268], [-8.097, 40.188, -28.240], [-9.086, 38.658, -28.366], [-9.417, 39.676, -27.202], [-7.853, 37.683, -26.668], [-6.600, 38.410, -27.781], [-3.254, 38.308, -28.082], [-3.879, 39.861, -27.476], [-2.702, 39.203, -25.290], [-1.681, 38.116, -26.213], [-1.874, 39.839, -26.729], [-5.489, 37.967, -22.605], [-5.912, 36.214, -22.953], [-3.539, 35.965, -23.841], [-3.298, 37.692, -23.622], [-3.607, 36.526, -22.255], [-4.912, 31.417, -27.358], [-3.447, 31.781, -27.694], [-2.506, 30.706, -27.693], [-2.513, 29.841, -28.805], [-3.362, 29.822, -29.704], [-1.500, 28.933, -28.673], [-1.576, 27.759, -29.388], [-5.600, 32.261, -27.405], [-4.898, 31.129, -26.307], [-5.284, 30.624, -28.006], [-2.978, 32.495, -27.017], [-3.372, 32.235, -28.681], [-2.336, 27.112, -28.950], [-0.674, 27.156, -29.285], [-1.770, 27.882, -30.453], [-10.759, 30.037, -22.077], [-11.858, 30.494, -21.056], [-11.649, 31.806, -20.632], [-12.228, 32.861, -21.217], [-13.331, 32.816, -21.762], [-11.504, 34.020, -20.925], [-11.991, 35.334, -21.335], [-10.826, 28.952, -22.159], [-9.779, 30.376, -21.741], [-10.906, 30.496, -23.055], [-11.822, 29.853, -20.175], [-12.788, 30.419, -21.620], [-12.904, 35.630, -20.818], [-12.137, 35.320, -22.415], [-11.236, 36.087, -21.113], [2.176, 24.841, -17.872], [2.665, 26.198, -18.237], [4.098, 26.110, -18.647], [4.606, 26.051, -19.853], [5.857, 26.130, -20.067], [3.682, 25.653, -20.745], [4.000, 25.425, -22.124], [1.808, 24.458, -18.824], [1.390, 24.987, -17.131], [2.928, 24.201, -17.410], [2.779, 26.783, -17.325], [1.931, 26.792, -18.781], [4.087, 24.392, -22.464], [4.906, 25.956, -22.418], [3.240, 25.887, -22.753], [-1.602, 25.690, -23.421], [-1.710, 27.000, -22.674], [-0.557, 27.701, -23.019], [-0.434, 28.910, -22.488], [-1.226, 29.455, -21.754], [0.761, 29.310, -22.801], [1.390, 30.430, -22.137], [-2.230, 24.899, -23.011], [-0.619, 25.222, -23.478], [-1.965, 25.797, -24.443], [-1.642, 26.723, -21.622], [-2.650, 27.484, -22.940], [0.969, 31.333, -22.578], [2.445, 30.287, -22.371], [1.198, 30.414, -21.064], [-4.241, 21.587, -17.558], [-5.337, 22.609, -17.721], [-4.893, 23.827, -17.163], [-5.732, 24.875, -17.157], [-6.836, 24.962, -17.705], [-5.127, 25.864, -16.526], [-5.751, 27.181, -16.414], [-3.946, 21.314, -16.544], [-3.413, 21.930, -18.178], [-4.660, 20.689, -18.011], [-6.292, 22.251, -17.338], [-5.495, 22.799, -18.782], [-5.149, 27.785, -17.092], [-5.656, 27.526, -15.385], [-6.818, 27.294, -16.607], [1.563, 18.041, -24.194], [1.630, 17.726, -22.687], [2.531, 18.661, -22.208], [3.870, 18.361, -22.236], [4.392, 17.272, -22.506], [4.536, 19.441, -21.885], [5.869, 19.457, -21.636], [0.898, 17.411, -24.785], [2.516, 17.899, -24.703], [1.202, 19.047, -24.404], [1.984, 16.723, -22.447], [0.678, 17.900, -22.187], [6.346, 19.472, -22.615], [6.240, 18.564, -21.134], [6.106, 20.343, -21.047], [7.351, 36.268, -27.006], [5.931, 36.885, -27.056], [5.781, 38.116, -26.384], [6.343, 39.294, -26.766], [6.969, 39.483, -27.774], [6.050, 40.181, -25.873], [6.302, 41.551, -25.964], [7.733, 36.126, -25.994], [8.041, 36.985, -27.452], [7.473, 35.301, -27.492], [5.247, 36.136, -26.657], [5.565, 37.180, -28.039], [5.890, 42.065, -25.096], [5.942, 41.961, -26.907], [7.370, 41.769, -25.992], [-8.510, 24.682, -29.254], [-8.537, 23.100, -29.249], [-7.631, 22.574, -28.271], [-7.674, 21.389, -27.720], [-6.837, 20.969, -26.952], [-8.779, 20.676, -28.062], [-8.870, 19.238, -27.798], [-8.832, 24.930, -28.243], [-9.230, 25.094, -29.962], [-7.560, 25.131, -29.544], [-8.252, 22.863, -30.274], [-9.525, 22.672, -29.075], [-8.554, 18.925, -26.803], [-8.261, 18.621, -28.460], [-9.918, 18.985, -27.958]], "atomic_forces_ev_per_a": [[-0.29, 0.55, -0.60], [-2.79, -1.05, -0.84], [2.38, 1.25, 1.36], [-0.83, -0.86, 1.46], [-0.41, -0.05, -0.88], [0.04, -0.59, -0.16], [0.55, 0.34, 0.59], [-0.33, 0.65, 0.33], [0.52, 0.57, -1.15], [0.11, 0.48, -0.33], [0.25, -0.70, -0.26], [-0.37, -0.01, -0.39], [0.83, -0.22, -0.81], [0.65, 0.24, 1.29], [0.54, -0.68, -0.29], [-0.07, -0.16, 0.21], [-0.87, -0.31, -0.07], [-0.03, -0.03, -0.16], [0.20, 0.30, -0.05], [-0.22, -0.10, -0.45], [0.69, -0.10, 0.41], [-0.35, -0.31, 0.37], [0.00, 0.25, 0.28], [-0.39, -0.02, -0.46], [-0.01, 0.03, 0.39], [0.22, 0.53, 0.22], [1.10, -0.08, 0.61], [-0.35, 0.75, -1.21], [0.48, -2.46, -1.86], [-1.72, -0.18, -0.02], [2.20, 0.37, 2.19], [-0.42, 2.86, 1.19], [-0.54, -2.05, -0.96], [0.32, 0.21, -0.30], [-0.32, -0.45, -0.03], [0.11, 0.01, 0.14], [-0.42, -0.08, 0.28], [-0.28, 0.09, -0.12], [-0.42, 0.09, -0.17], [0.38, 0.67, 0.17], [-0.11, 0.25, 0.08], [-0.50, 0.70, 0.86], [0.38, -1.15, -2.08], [1.24, 2.10, 0.43], [-2.29, 1.20, 0.11], [2.46, 0.45, 0.48], [-0.50, -1.40, -0.15], [-0.21, -0.80, -0.47], [0.25, 0.05, -0.10], [0.08, -0.37, 0.16], [-0.24, -0.07, -0.01], [-0.23, 0.20, -0.05], [-0.38, -0.06, 0.59], [-0.07, -0.38, -0.05], [-0.24, 0.06, 0.08], [0.26, -0.53, 0.20], [-0.51, 0.00, -0.59], [1.60, 0.65, 1.66], [-0.79, 1.17, 0.42], [4.08, -1.44, -1.37], [-4.76, 0.15, 0.56], [-0.38, -0.04, -0.43], [0.55, 1.17, -0.86], [-0.24, -0.87, 0.43], [-0.34, -0.28, -0.25], [0.10, 0.16, -0.27], [0.20, 0.03, 0.08], [0.65, -0.27, -1.12], [-0.02, -0.21, 0.88], [0.26, -0.18, 0.41], [-0.42, -0.04, 0.43], [-0.72, -0.96, -0.95], [-0.20, -2.23, 0.29], [0.15, 0.77, -0.70], [-0.55, -0.11, 1.43], [0.15, 0.00, -0.41], [1.79, 0.64, -0.37], [-0.76, -0.34, -0.49], [-0.26, 0.23, 0.35], [0.25, 0.54, 0.23], [0.20, 0.11, -0.17], [-0.40, 0.62, 0.28], [0.22, 0.36, 0.29], [0.31, 0.14, 0.17], [-0.15, 0.31, 0.14], [0.01, -0.08, -0.08], [-0.42, -0.19, -0.73], [-0.25, -0.34, -0.63], [-0.39, 0.99, 0.96], [-1.96, 0.38, -1.56], [2.07, -0.72, 1.12], [-0.31, 0.62, 0.83], [0.47, -0.08, -0.07], [-0.03, 0.45, 0.00], [0.33, -0.29, 0.35], [0.27, -0.24, -0.10], [-0.01, 0.37, 0.44], [-0.09, -0.19, -0.14], [-0.34, 0.31, 0.17], [0.54, -0.24, -0.03], [0.12, -0.83, -0.59], [-0.68, -0.80, -0.65], [-0.38, -0.55, -1.82], [2.81, 1.15, 1.43], [0.26, -2.30, -0.30], [-1.50, 2.26, 0.48], [-3.48, 0.84, 0.33], [2.48, -0.64, -0.50], [-0.29, -0.35, 0.37], [0.28, 0.15, 0.42], [0.20, 0.15, 0.42], [-0.09, -0.10, -0.27], [0.09, 0.08, -0.02], [0.62, 0.27, 0.14], [-0.23, -0.07, 0.18], [-0.09, -0.06, -0.18], [0.17, 1.14, -0.06], [0.72, -0.38, -1.33], [0.09, 1.07, 2.18], [0.15, -1.62, -1.44], [0.19, -0.08, -0.28], [-1.25, -0.12, 2.32], [1.07, 0.96, -1.03], [-0.46, 0.07, 0.27], [0.09, -0.15, -0.25], [-0.46, 0.14, -0.25], [-0.32, 0.61, 0.41], [0.50, -0.97, -0.63], [-0.26, -0.39, -0.18], [-0.43, -0.01, 0.10], [0.20, -0.26, 0.18], [-0.54, -1.52, 0.96], [-0.32, 1.20, -1.10], [0.60, 1.37, -0.35], [-0.09, -2.22, 1.03], [-0.47, 0.58, -0.76], [-0.04, -0.53, -0.42], [0.18, 0.31, 0.20], [0.30, 0.71, -0.06], [-0.25, -0.39, 0.02], [0.18, -0.39, 0.42], [0.38, -0.85, 0.18], [-0.02, 0.38, 0.05], [-0.13, 0.65, 0.20], [0.11, 0.53, -0.43], [0.14, 0.18, 0.06]], "mulliken_charge": [-1.3385, 0.1081, -0.3590, 0.7887, -0.7422, -0.1457, -0.3556, -0.9537, -0.3359, -0.2531, -0.9741, 0.3120, 0.3718, 0.3552, 0.1823, 0.2527, 0.3248, 0.3634, 0.2575, 0.2707, 0.3365, 0.2980, 0.3400, 0.2668, 0.2428, 0.3865, -1.0085, -0.2621, -0.2938, 0.6838, -0.5619, -0.2845, -0.6662, 0.3380, 0.2742, 0.3003, 0.3089, 0.3317, 0.3024, 0.2447, 0.2930, -1.0971, -0.2192, -0.3110, 0.7105, -0.5637, -0.2942, -0.5900, 0.3675, 0.3065, 0.2937, 0.3156, 0.2902, 0.2746, 0.2819, 0.2348, -1.0148, -0.1634, -0.3443, 0.7654, -0.6226, -0.2880, -0.6856, 0.2586, 0.3625, 0.2808, 0.3357, 0.2691, 0.2696, 0.3407, 0.2402, -1.2294, -0.1174, -0.2245, 0.7159, -0.5639, -0.3138, -0.6457, 0.3791, 0.3018, 0.2914, 0.2711, 0.2992, 0.2960, 0.2189, 0.3181, -1.1675, -0.2289, -0.2335, 0.7438, -0.5962, -0.3119, -0.6276, 0.3200, 0.2927, 0.3643, 0.3352, 0.2848, 0.2520, 0.2510, 0.3216, -1.0825, -0.1527, -0.2983, 0.7256, -0.5811, -0.2799, -0.6724, 0.3756, 0.2950, 0.2917, 0.3099, 0.2351, 0.2977, 0.3201, 0.2154, -1.0830, -0.1644, -0.3333, 0.7460, -0.5569, -0.3118, -0.6346, 0.3039, 0.2994, 0.3516, 0.2373, 0.3215, 0.2254, 0.3005, 0.2984, -1.0981, -0.1931, -0.2712, 0.7609, -0.5829, -0.3489, -0.6384, 0.3100, 0.3637, 0.2959, 0.2497, 0.3199, 0.2988, 0.2899, 0.2437]}


{"formula": "C15H24AsN3O5STeTi", "method": "ωB97M-V with the def2-TZVPD basis set", "multiplicity": 1, "e_tot_ha": -4878.0818, "orbital_gap_ha": 0.2244, "e_above_lowest_ev": 0.7694, "lumo_ev": -0.68, "e_homo_ev": -6.79, "elements": ["Ti", "O", "C", "O", "C", "C", "C", "C", "C", "N", "C", "O", "O", "H", "H", "H", "C", "As", "C", "C", "S", "H", "H", "H", "H", "H", "H", "H", "H", "H", "Te", "C", "N", "C", "C", "O", "N", "C", "C", "H", "H", "H", "H", "H", "H", "H", "H", "H", "H", "H", "H"], "positions_angstrom": [[0.411, -0.243, 0.069], [0.263, 2.883, -2.594], [0.069, 2.083, -1.713], [0.917, 1.202, -1.246], [-1.228, 2.061, -0.931], [-2.285, 2.941, -1.030], [-3.290, 2.857, -0.070], [-3.192, 1.943, 0.972], [-2.105, 1.092, 0.980], [-1.187, 1.146, 0.027], [-1.661, 0.158, 2.086], [-2.316, -0.008, 3.083], [-0.467, -0.319, 1.828], [-2.289, 3.684, -1.814], [-4.130, 3.539, -0.111], [-3.917, 1.890, 1.772], [-4.362, -2.837, 1.821], [-3.576, -1.980, 0.246], [-5.228, -1.148, -0.430], [-3.570, -3.539, -0.940], [-0.340, -1.505, -1.639], [-5.254, -3.409, 1.563], [-4.616, -2.067, 2.550], [-3.622, -3.497, 2.271], [-6.049, -1.865, -0.474], [-5.050, -0.745, -1.427], [-5.508, -0.326, 0.230], [-4.560, -3.993, -0.997], [-2.855, -4.266, -0.557], [-3.248, -3.233, -1.935], [0.353, -3.052, 0.052], [3.378, 1.480, 2.128], [4.122, 1.075, 0.940], [5.552, 0.904, 1.172], [3.465, 0.269, 0.061], [2.375, -0.264, 0.408], [3.965, 0.065, -1.160], [3.410, -1.014, -1.981], [4.935, 0.955, -1.776], [3.914, 2.304, 2.595], [3.276, 0.663, 2.845], [2.389, 1.831, 1.848], [5.709, 0.373, 2.114], [6.049, 1.873, 1.229], [6.009, 0.320, 0.381], [2.326, -0.954, -2.038], [3.689, -1.988, -1.580], [3.811, -0.914, -2.986], [4.978, 1.893, -1.227], [4.604, 1.166, -2.791], [5.934, 0.517, -1.822]], "atomic_forces_ev_per_a": [[0.20, -0.46, 0.03], [0.03, -0.06, -0.02], [0.01, 0.07, -0.08], [0.01, -0.07, 0.10], [0.11, -0.07, 0.02], [-0.03, 0.03, -0.01], [0.00, 0.01, -0.01], [-0.06, -0.07, -0.04], [0.18, -0.04, 0.05], [-0.20, 0.31, -0.08], [-0.10, 0.07, 0.16], [0.05, -0.05, -0.06], [0.16, -0.11, -0.23], [0.00, 0.00, -0.01], [0.00, 0.00, 0.00], [0.00, 0.00, 0.01], [0.00, 0.01, 0.01], [0.03, 0.04, -0.02], [0.01, -0.02, 0.01], [-0.01, 0.04, 0.02], [-0.09, 0.09, 0.08], [0.00, 0.00, -0.01], [0.00, -0.01, 0.01], [0.00, 0.00, -0.01], [0.00, -0.01, 0.00], [0.00, 0.00, 0.00], [-0.01, 0.00, -0.01], [0.00, 0.01, 0.01], [0.01, 0.01, -0.01], [0.00, -0.01, 0.00], [0.05, 0.19, -0.02], [0.00, 0.06, -0.04], [-0.05, -0.13, 0.15], [0.01, 0.05, -0.03], [0.09, 0.23, -0.23], [-0.37, -0.04, 0.21], [0.00, -0.17, 0.06], [-0.02, -0.01, -0.01], [-0.02, 0.08, -0.02], [0.01, 0.00, 0.00], [0.00, -0.01, 0.00], [-0.01, -0.01, 0.01], [-0.01, 0.01, 0.01], [0.02, 0.00, 0.00], [0.00, -0.01, -0.02], [0.00, 0.03, -0.02], [-0.03, 0.01, 0.02], [0.05, 0.01, 0.02], [0.01, -0.01, -0.01], [-0.01, 0.03, 0.00], [-0.01, -0.03, 0.01]], "mulliken_charge": [0.6708, -0.6661, 0.3708, -0.2947, 0.2296, -0.7521, -0.2999, -0.6783, 0.3862, 0.5558, 0.3372, -0.6550, -0.6286, 0.5273, 0.4575, 0.5871, -1.2020, 0.3826, -1.2172, -1.1230, -0.4648, 0.4010, 0.3677, 0.3326, 0.4080, 0.3324, 0.3379, 0.3851, 0.3237, 0.3216, -0.2775, -0.9240, 0.0582, -1.1208, 0.6830, -0.4622, 0.2997, -0.9023, -1.2499, 0.3448, 0.3605, 0.1862, 0.3823, 0.3201, 0.3751, 0.3043, 0.3547, 0.3374, 0.3943, 0.4498, 0.3530]}